{"formula": "C5H9NOS", "method": "wB97M-V/def2-TZVPD", "symbols": ["C", "C", "C", "C", "C", "N", "O", "S", "H", "H", "H", "H", "H", "H", "H", "H", "H"], "positions_angstrom": [[1.415, -0.994, 0.284], [1.202, -2.268, 0.276], [-0.698, 0.749, 1.027], [0.406, 1.596, 0.499], [-1.566, -0.223, -1.120], [-1.180, -0.335, 0.320], [2.193, 0.814, -1.412], [2.020, 0.607, 0.014], [1.850, -2.994, 0.706], [0.241, -2.633, -0.094], [-0.451, 0.452, 2.075], [-1.496, 1.550, 1.173], [0.324, 2.044, -0.535], [0.881, 2.306, 1.131], [-2.438, 0.321, -1.311], [-0.813, 0.235, -1.704], [-1.890, -1.226, -1.327]], "mulliken_charge": [-0.104, -0.249, -0.572, -0.789, -0.865, -0.300, -0.567, 0.385, 0.285, 0.218, 0.341, 0.334, 0.342, 0.526, 0.406, 0.322, 0.287], "orbital_gap_ev": [9.082, 7.384]}



{"formula": "C5H9NOS", "method": "wB97M-V/def2-TZVPD", "symbols": ["O", "C", "C", "S", "N", "C", "C", "C", "H", "H", "H", "H", "H", "H", "H", "H", "H"], "positions_angstrom": [[-0.809, 2.146, -0.206], [-0.781, 0.994, 0.263], [-2.064, 0.332, 0.751], [-2.941, -0.700, -0.464], [0.376, 0.326, 0.171], [1.507, 0.604, -0.590], [2.044, -0.797, -0.272], [0.729, -1.107, 0.382], [-1.730, -0.297, 1.634], [-2.787, 1.128, 0.946], [-2.603, 0.228, -1.557], [1.077, 0.951, -1.567], [2.097, 1.507, -0.188], [2.689, -0.807, 0.577], [2.347, -1.421, -1.099], [0.047, -1.639, -0.228], [0.802, -1.450, 1.444]], "mulliken_charge": [-0.649, 0.533, -0.595, -0.247, 0.119, -0.546, -0.425, -0.603, 0.320, 0.328, 0.179, 0.270, 0.204, 0.238, 0.302, 0.316, 0.257], "orbital_gap_ev": 9.909, "smiles": "O=C(CS)N1CCC1"}



{"formula": "C5H9NS", "method": "wB97M-V/def2-TZVPD", "symbols": ["C", "N", "C", "C", "C", "S", "C", "H", "H", "H", "H", "H", "H", "H", "H", "H"], "positions_angstrom": [[0.512, -1.337, -2.795], [1.494, -0.779, -1.792], [1.190, -0.095, -0.842], [1.429, 0.361, 0.474], [-0.001, 0.505, 0.030], [-1.223, -0.533, 0.774], [-1.569, 0.267, 2.416], [0.526, -2.343, -2.354], [0.862, -1.058, -3.744], [-0.436, -0.811, -2.538], [1.613, -0.357, 1.228], [1.975, 1.257, 0.683], [-0.397, 1.394, -0.333], [-1.311, 1.277, 2.008], [-0.749, 0.164, 3.171], [-2.450, -0.100, 2.911]], "mulliken_charge": [-0.685, -0.562, 0.645, -0.555, -0.593, -0.080, -0.796, 0.306, 0.325, 0.226, 0.228, 0.246, 0.484, 0.228, 0.251, 0.332], "orbital_gap_ev": 9.410, "smiles": "C/N=C1/C[C@@H]1SC"}



{"formula": "C5H9NS", "method": "wB97M-V/def2-TZVPD", "symbols": ["C", "C", "C", "S", "C", "N", "C", "H", "H", "H", "H", "H", "H", "H", "H", "H"], "positions_angstrom": [[-0.359, 1.738, 0.223], [-0.595, 0.456, -0.597], [-1.664, -0.497, -0.086], [-3.261, -0.331, -0.126], [-0.520, -1.482, 0.287], [0.377, -0.666, -0.603], [1.840, -0.577, -0.078], [0.431, 2.321, -0.330], [-0.034, 1.609, 1.236], [-1.297, 2.366, 0.320], [-0.544, 0.866, -1.690], [-0.884, -2.511, -0.146], [-0.151, -1.409, 1.389], [1.994, 0.205, 0.878], [1.998, -1.766, 0.202], [2.669, -0.321, -0.879]], "mulliken_charge": [-1.265, 0.288, -0.011, -0.303, -0.338, -0.143, -0.722, 0.333, 0.356, 0.313, 0.189, 0.230, 0.318, 0.208, 0.308, 0.238], "orbital_gap_ev": 8.472, "smiles": "C[C@@H]1C(=S)CN1C"}



{"formula": "C5H9NS", "method": "wB97M-V/def2-TZVPD", "symbols": ["C", "C", "C", "C", "C", "H", "H", "H", "H", "H", "H", "H", "H", "H", "N", "S"], "positions_angstrom": [[0.268, -1.094, -0.061], [-0.612, -0.368, -1.095], [-0.339, 1.115, -0.797], [-0.331, 1.084, 0.768], [-0.603, -0.407, 1.020], [2.176, -1.440, 0.496], [1.973, 0.112, 0.100], [0.073, -2.168, -0.105], [-0.609, -0.682, -2.123], [0.641, 1.392, -1.208], [-1.113, 1.754, -1.220], [0.613, 1.399, 1.182], [-1.134, 1.688, 1.172], [-0.616, -0.760, 2.053], [1.694, -0.874, -0.146], [-2.081, -0.751, -0.035]], "mulliken_charge": [-0.481, -0.128, -0.751, -0.844, -0.125, 0.264, 0.255, 0.428, 0.537, 0.275, 0.338, 0.304, 0.336, 0.498, -0.667, -0.239], "orbital_gap_ev": 9.547}



{"formula": "C5H9NS", "method": "wB97M-V/def2-TZVPD", "symbols": ["C", "C", "C", "C", "S", "N", "C", "H", "H", "H", "H", "H", "H", "H", "H", "H"], "positions_angstrom": [[-2.090, 0.259, -0.685], [-1.272, 0.678, 0.304], [0.103, 1.190, -0.149], [1.094, 0.223, 0.390], [2.729, 1.003, 0.144], [1.064, -1.069, -0.388], [0.140, -1.764, 0.068], [-3.095, -0.161, -0.535], [-1.735, 0.102, -1.665], [-1.332, 0.610, 1.396], [0.337, 2.115, 0.412], [0.071, 1.236, -1.280], [0.961, 0.152, 1.436], [3.426, -0.099, 0.066], [0.093, -2.813, -0.450], [-0.496, -1.661, 0.936]], "mulliken_charge": [-0.789, -0.351, -0.568, -0.038, -0.273, -0.442, -0.357, 0.272, 0.288, 0.470, 0.358, 0.289, 0.434, 0.123, 0.248, 0.336], "orbital_gap_ev": 9.951, "smiles": "C=CC[C@H](S)N=C"}



{"formula": "C5H9NSe", "method": "wB97M-V/def2-TZVPD", "symbols": ["C", "C", "C", "C", "N", "Se", "C", "H", "H", "H", "H", "H", "H", "H", "H", "H"], "positions_angstrom": [[1.045, 1.548, 1.319], [1.427, 0.362, 0.462], [0.077, -0.168, -0.050], [-0.793, -0.473, 1.052], [-1.494, -0.595, 1.954], [0.289, -1.713, -1.267], [-1.567, -1.461, -1.876], [0.388, 1.190, 2.105], [2.000, 2.080, 1.758], [0.561, 2.294, 0.509], [2.019, 0.595, -0.430], [2.092, -0.291, 1.038], [-0.432, 0.722, -0.590], [-1.735, -2.018, -2.790], [-2.275, -1.752, -1.115], [-1.602, -0.320, -2.080]], "mulliken_charge": [-1.043, -0.638, -0.196, 0.394, -0.488, 0.133, -0.880, 0.389, 0.300, 0.226, 0.354, 0.363, 0.217, 0.363, 0.291, 0.214], "orbital_gap_ev": 9.482, "smiles": "CC[C@H](C#N)[Se]C"}



{"formula": "C5H9NSi", "method": "wB97M-V/def2-TZVPD", "symbols": ["N", "C", "C", "C", "C", "C", "Si", "H", "H", "H", "H", "H", "H", "H", "H", "H"], "positions_angstrom": [[-0.857, 0.827, -1.380], [0.486, 0.749, -0.825], [0.831, -0.793, -0.913], [0.187, -1.755, -0.205], [-0.516, -1.482, 1.056], [-0.405, -0.276, 1.682], [0.306, 1.246, 0.908], [-1.431, 1.570, -0.890], [-0.932, 0.876, -2.389], [1.309, 1.389, -1.366], [1.541, -1.040, -1.670], [0.137, -2.737, -0.457], [-0.845, -2.382, 1.591], [-0.546, -0.284, 2.758], [-0.693, 2.225, 0.605], [1.427, 1.866, 1.493]], "mulliken_charge": [-0.602, 0.134, -0.693, -0.209, -0.366, -0.431, 0.259, 0.196, 0.206, 0.294, 0.382, 0.463, 0.311, 0.364, -0.158, -0.149], "orbital_gap_ev": 8.851, "smiles": "N[C@@H]1C=CC=C[SiH2]1"}



Per-record energy relative to the best compared isomer or geometry (same formula, charge and spin), kJ/mol: 704.64; 206.55; 331.32; 322.29; 55.94; 234.81; 66.32; 179.95
Per-record M, g/mol: 131.20; 131.20; 115.20; 115.20; 115.20; 115.20; 162.09; 111.22
Per-record energy, Eh: -723.85141; -724.04113; -648.72696; -648.73040; -648.83185; -648.76372; -2652.04947; -540.06976